#w
18
Properties=species:S:1:pos:R:3:nbo_charge:R:1 method="wB97M-V/def2-TZVPD" charge=0 homo_ev=-9.846 spin_multiplicity=1 mol_weight_g_mol=147.20
C -0.07 -1.64 -0.50 -0.240
C -0.04 0.70 -0.28 0.352
C -0.51 0.70 1.11 -0.540
C -2.42 -0.65 2.50 0.008
C 1.94 1.01 -1.55 -0.230
H -0.69 -1.78 0.20 0.158
H 0.97 -1.57 -0.12 0.179
H -0.15 -2.42 -1.33 0.199
H -0.66 1.53 -0.87 0.172
H -0.10 -0.14 1.89 0.270
H -0.44 1.70 1.37 0.235
H 1.35 2.06 -2.12 0.147
H 1.70 0.08 -2.26 0.176
H 2.97 1.04 -1.25 0.205
N -2.45 -1.49 3.35 -0.305
O -0.44 -0.38 -1.03 -0.546
O 1.38 0.82 -0.34 -0.549
S -2.33 0.43 1.22 0.311



#x
18
Properties=species:S:1:pos:R:3:nbo_charge:R:1 method="wB97M-V/def2-TZVPD" charge=0 homo_ev=-8.448 spin_multiplicity=1 mol_weight_g_mol=147.20
C -2.22 1.70 -0.46 0.839
C 1.32 0.09 0.05 -0.412
C 0.18 0.73 0.86 -0.470
C 0.62 -1.05 -0.69 -0.221
C -1.09 0.19 0.21 -0.072
N -0.70 -0.49 -0.97 -0.690
O -1.87 1.82 -1.70 -0.676
O -2.99 2.25 0.25 -0.576
S -2.24 -0.67 1.33 -0.076
H 1.73 0.80 -0.67 0.207
H 2.12 -0.27 0.69 0.221
H 0.21 0.44 1.91 0.229
H 0.22 1.82 0.82 0.229
H 1.12 -1.34 -1.62 0.207
H 0.54 -1.93 -0.04 0.177
H -1.21 1.11 -1.92 0.522
H -1.38 -1.18 -1.28 0.395
H -2.98 0.42 1.57 0.165



The most stable arrangement is #x, and the next structure is 3.214 eV less stable.



#w
143
Properties=species:S:1:pos:R:3:mulliken_charge:R:1 method="wB97M-V/def2-TZVPD" charge=0 homo_ev=-8.836 spin_multiplicity=1 mol_weight_g_mol=752.13
O -3.16 1.80 -0.92 -0.783
H -2.51 2.30 -0.43 0.198
H -3.61 1.27 -0.26 0.240
O -2.95 -1.26 -2.37 -0.772
H -2.03 -1.40 -2.17 0.320
H -3.12 -0.35 -2.12 0.326
C -8.23 0.12 1.11 -1.620
C -6.81 0.41 0.60 0.804
C -5.76 -0.46 1.35 -0.879
O -4.42 -0.15 0.95 0.173
C -3.36 -0.96 1.50 -0.495
N -6.66 0.33 -0.81 -0.697
H -8.58 -0.91 0.99 0.373
H -8.99 0.79 0.70 0.421
H -8.26 0.44 2.15 0.380
H -6.63 1.47 0.78 -0.009
H -5.92 -1.52 1.15 0.349
H -5.85 -0.32 2.42 0.401
H -2.42 -0.40 1.55 -0.219
H -3.22 -1.88 0.93 0.520
H -3.60 -1.29 2.51 0.379
H -5.69 0.08 -0.90 0.188
H -7.12 -0.54 -1.02 0.329
C -3.10 -0.19 5.46 -0.781
C -1.64 -0.15 5.99 0.172
C -0.69 0.62 4.95 -0.824
O -0.64 0.00 3.68 0.487
C -0.03 -1.26 3.64 -0.750
N -1.60 0.59 7.26 -0.602
H -3.57 0.79 5.34 0.179
H -3.74 -0.71 6.17 0.467
H -3.10 -0.77 4.54 -0.197
H -1.24 -1.15 6.16 0.485
H 0.33 0.82 5.30 0.411
H -1.13 1.60 4.85 0.070
H 0.00 -1.43 2.56 0.000
H -0.76 -1.92 4.12 0.335
H 0.95 -1.20 4.12 0.236
H -1.62 0.11 8.15 0.213
H -2.17 1.42 7.26 0.210
C 3.97 -3.79 -2.28 -1.035
C 3.58 -4.49 -3.64 1.006
C 2.95 -3.53 -4.66 -1.136
O 1.57 -3.11 -4.25 -0.357
C 0.59 -3.28 -5.25 -1.018
N 4.79 -5.03 -4.10 -0.841
H 3.04 -3.40 -1.87 -0.368
H 4.71 -3.02 -2.53 0.537
H 4.32 -4.36 -1.42 0.489
H 2.92 -5.28 -3.30 0.161
H 2.91 -4.09 -5.60 0.474
H 3.50 -2.59 -4.76 0.242
H 0.36 -4.27 -5.64 0.336
H 0.69 -2.63 -6.12 0.364
H -0.42 -2.95 -4.97 0.352
H 5.13 -5.63 -3.36 0.305
H 5.58 -4.40 -4.09 0.294
C 3.72 0.38 -2.16 -0.270
C 4.85 0.52 -1.23 1.447
C 4.84 -0.58 -0.09 -1.173
O 3.63 -0.46 0.71 -0.454
C 3.66 -1.56 1.69 -0.640
N 6.09 0.66 -1.86 -0.781
H 2.78 0.29 -1.62 -0.835
H 3.73 -0.45 -2.86 0.109
H 3.60 1.35 -2.64 0.493
H 4.71 1.51 -0.79 -0.448
H 5.68 -0.40 0.59 0.601
H 5.09 -1.52 -0.57 0.272
H 3.52 -2.56 1.29 0.191
H 2.86 -1.28 2.37 -0.022
H 4.57 -1.55 2.29 0.374
H 6.09 1.45 -2.50 0.323
H 6.75 0.96 -1.15 0.321
C 2.43 4.16 0.57 -1.134
C 3.02 2.88 1.22 0.777
C 3.00 3.01 2.81 -0.618
O 3.90 4.02 3.26 -0.412
C 3.44 4.75 4.49 -0.715
N 2.16 1.81 0.74 1.186
H 1.34 4.14 0.55 -0.178
H 2.75 4.28 -0.46 0.231
H 2.84 5.02 1.11 0.529
H 3.99 2.71 0.75 0.144
H 3.37 2.08 3.24 0.329
H 2.01 3.26 3.19 0.296
H 4.31 5.14 5.02 0.293
H 3.03 4.00 5.17 0.310
H 2.69 5.52 4.33 0.268
H 2.70 0.96 0.75 -0.255
H 2.02 1.92 -0.26 -0.841
C 0.04 0.65 -6.69 -1.500
C 0.27 1.94 -5.85 0.515
C 0.67 1.64 -4.33 -0.120
O 0.91 2.87 -3.69 -0.409
C 0.47 2.90 -2.40 -0.632
N 1.23 2.75 -6.63 -0.768
H 0.93 0.05 -6.86 0.383
H -0.40 0.87 -7.66 0.443
H -0.62 -0.03 -6.15 0.327
H -0.65 2.52 -5.80 0.237
H 1.63 1.12 -4.29 0.017
H -0.04 1.05 -3.75 0.084
H -0.59 2.67 -2.36 0.598
H 0.54 3.89 -1.93 0.376
H 0.97 2.22 -1.71 0.119
H 0.98 2.93 -7.59 0.244
H 1.40 3.66 -6.22 0.229
C -1.76 4.14 1.37 -1.530
C -1.80 2.78 2.11 0.545
C -3.22 2.45 2.51 -0.214
O -3.96 3.28 3.43 -0.516
C -5.36 3.00 3.51 -0.635
N -1.17 1.81 1.21 1.615
H -2.45 4.11 0.52 0.378
H -0.74 4.43 1.12 0.205
H -2.15 4.91 2.03 0.432
H -1.27 2.73 3.07 0.094
H -3.28 1.40 2.78 -0.152
H -3.86 2.68 1.65 0.434
H -5.53 1.96 3.79 0.189
H -5.82 3.16 2.53 0.290
H -5.82 3.67 4.24 0.334
H -1.10 0.94 1.72 -0.961
H -0.19 2.04 1.11 -0.670
C -0.36 -0.69 -0.77 -0.095
C 0.72 -1.34 -1.62 0.833
O 0.35 -2.59 -2.06 -0.729
H -1.03 -0.15 -1.43 0.011
H 0.06 0.09 -0.13 -0.504
H -0.88 -1.36 -0.09 0.496
H 1.63 -1.61 -1.09 0.141
H 1.03 -0.73 -2.47 -0.024
H 0.97 -2.82 -2.76 0.361
C 1.17 -5.55 -0.47 -0.654
C 0.43 -6.88 0.03 -0.377
O 0.35 -6.92 1.46 -0.538
H 0.71 -4.59 -0.23 0.189
H 1.29 -5.53 -1.56 0.115
H 2.18 -5.44 -0.08 0.360
H 1.02 -7.71 -0.35 0.285
H -0.62 -6.89 -0.26 0.292
H 0.00 -7.76 1.76 0.298



#x
143
Properties=species:S:1:pos:R:3:mulliken_charge:R:1 method="wB97M-V/def2-TZVPD" charge=0 homo_ev=-8.971 spin_multiplicity=1 mol_weight_g_mol=752.13
C -4.94 -0.52 1.25 -1.683
C -4.32 0.73 0.66 0.671
C -4.90 2.03 1.20 -0.679
O -4.57 3.06 0.30 -0.188
C -5.01 4.34 0.61 -0.627
N -2.87 0.72 0.89 0.557
H -4.91 -0.45 2.35 0.332
H -4.59 -1.46 0.84 0.275
H -6.02 -0.46 1.08 0.505
H -4.50 0.72 -0.42 0.009
H -4.53 2.32 2.20 0.179
H -6.01 1.98 1.25 0.423
H -6.09 4.37 0.79 0.397
H -4.72 5.03 -0.17 0.182
H -4.56 4.70 1.55 0.117
H -2.41 1.58 0.62 -0.050
H -2.74 0.67 1.90 -0.395
C -1.44 0.31 4.71 -1.523
C -0.58 1.43 4.14 1.544
C -0.98 2.87 4.40 -1.098
O -2.24 3.07 3.80 -0.064
C -2.67 4.42 3.97 -0.822
N 0.79 1.17 4.64 -0.592
H -2.44 0.36 4.27 0.292
H -1.69 0.60 5.74 0.371
H -0.98 -0.67 4.62 0.383
H -0.56 1.31 3.04 -0.532
H -0.22 3.54 3.99 0.325
H -1.02 3.05 5.49 0.342
H -1.98 5.11 3.47 0.290
H -2.85 4.70 5.01 0.368
H -3.62 4.47 3.44 0.130
H 1.45 1.71 4.07 0.336
H 1.04 0.23 4.33 0.101
C -1.48 4.07 -0.19 -0.513
C -1.37 5.43 -0.90 0.028
C -0.58 6.39 -0.04 -0.967
O -1.10 6.49 1.30 -0.303
C -2.18 7.38 1.37 -0.732
N -0.61 5.31 -2.16 -0.576
H -1.95 4.23 0.78 0.016
H -0.51 3.58 -0.07 0.345
H -2.11 3.42 -0.80 0.353
H -2.36 5.84 -1.09 0.383
H -0.59 7.40 -0.46 0.433
H 0.44 6.03 0.09 0.266
H -2.66 7.39 2.35 0.272
H -2.95 7.17 0.62 0.265
H -1.84 8.39 1.14 0.350
H -1.22 4.97 -2.88 0.287
H 0.19 4.70 -2.04 0.142
C -2.66 -0.01 -3.30 -1.041
C -2.42 -0.44 -4.74 0.737
C -2.91 0.62 -5.74 -0.753
O -4.30 0.65 -5.99 -0.346
C -4.72 -0.46 -6.76 -0.656
N -0.94 -0.52 -4.91 -0.604
H -3.71 0.08 -3.00 0.475
H -2.11 0.92 -3.13 0.332
H -2.23 -0.75 -2.62 -0.271
H -2.84 -1.42 -4.96 0.253
H -2.37 0.52 -6.69 0.372
H -2.56 1.58 -5.36 0.332
H -4.57 -0.25 -7.82 0.262
H -5.80 -0.57 -6.65 0.250
H -4.28 -1.38 -6.39 0.286
H -0.57 -0.71 -3.98 0.147
H -0.68 -1.36 -5.42 0.263
C 1.93 -4.87 0.07 -0.960
C 0.96 -4.87 1.25 0.501
C -0.21 -3.90 1.10 0.268
O -0.82 -3.58 2.33 -0.495
C -1.56 -2.38 2.31 -0.395
N 0.51 -6.25 1.49 -0.754
H 2.87 -5.33 0.33 0.363
H 2.07 -3.86 -0.35 -0.122
H 1.48 -5.40 -0.78 0.396
H 1.51 -4.59 2.15 0.062
H -0.91 -4.12 0.29 0.197
H 0.30 -2.99 0.73 -0.346
H -0.99 -1.50 2.00 -0.188
H -1.86 -2.10 3.32 0.379
H -2.47 -2.55 1.73 0.379
H -0.10 -6.23 2.30 0.306
H -0.02 -6.58 0.69 0.300
C 4.15 -2.26 -1.70 -0.619
C 5.27 -3.23 -2.12 0.163
C 4.82 -4.41 -3.01 -0.936
O 4.16 -3.90 -4.14 -0.085
C 3.92 -4.93 -5.09 -0.928
N 6.31 -2.45 -2.80 -0.674
H 3.35 -2.20 -2.43 -0.086
H 4.56 -1.28 -1.48 0.537
H 3.81 -2.59 -0.71 -0.038
H 5.72 -3.65 -1.22 0.475
H 4.29 -5.16 -2.41 0.416
H 5.78 -4.86 -3.28 0.391
H 3.55 -4.42 -5.98 0.238
H 3.18 -5.64 -4.70 0.324
H 4.79 -5.57 -5.28 0.348
H 6.07 -2.22 -3.76 0.236
H 7.21 -2.90 -2.85 0.267
C 4.66 -1.46 7.32 -1.467
C 4.03 -0.81 6.10 0.597
C 3.18 -1.66 5.16 -0.647
O 2.94 -0.89 3.99 -0.373
C 2.57 -1.59 2.83 -0.876
N 3.22 0.38 6.48 -0.734
H 5.38 -2.22 7.03 0.361
H 3.95 -1.84 8.05 0.324
H 5.24 -0.65 7.79 0.362
H 4.87 -0.43 5.51 0.187
H 2.21 -1.88 5.62 0.258
H 3.72 -2.59 4.96 0.490
H 1.53 -1.90 2.93 0.423
H 3.26 -2.40 2.56 0.449
H 2.67 -0.98 1.93 0.119
H 2.57 0.49 5.71 0.378
H 3.84 1.17 6.54 0.266
C -1.63 -3.74 -2.40 -0.328
O -0.27 -3.93 -2.75 -0.483
H -1.80 -2.87 -1.76 -0.061
H -2.17 -3.51 -3.32 0.187
H -1.93 -4.68 -1.92 0.333
H 0.36 -3.55 -2.13 0.281
C 0.67 0.03 0.11 0.255
O -0.32 -0.82 -0.41 0.380
H 0.54 0.16 1.20 -0.453
H 1.71 -0.24 -0.05 0.079
H 0.56 1.04 -0.31 0.070
H -1.18 -0.57 -0.06 -0.207
C 2.74 -0.73 -4.66 -0.102
O 3.96 -0.06 -4.42 -0.599
H 2.16 -0.27 -5.46 0.374
H 2.94 -1.79 -4.82 0.111
H 2.03 -0.63 -3.83 -0.072
H 4.53 -0.56 -3.82 0.300
C 2.35 2.53 -2.83 -0.291
O 1.69 3.72 -3.26 -0.566
H 3.03 2.24 -3.64 0.332
H 2.90 2.44 -1.89 0.294
H 1.62 1.71 -2.81 -0.113
H 2.22 4.44 -2.90 0.283



The most stable arrangement is #x, and the next structure is 1.361 eV less stable.



#w
18
Properties=species:S:1:pos:R:3:nbo_charge:R:1 method="wB97M-V/def2-TZVPD" charge=+1 homo_ev="-11.971 / -11.974" spin_multiplicity=1 mol_weight_g_mol=119.21
C 0.12 1.44 0.82 0.569
C -0.52 -0.28 -2.33 -0.713
C 1.00 0.78 1.81 -0.644
C 0.41 -0.27 -1.20 -0.228
N -0.58 2.38 0.67 -0.541
N -0.14 -1.55 -0.29 -0.770
S 0.04 -0.43 2.78 -0.012
H -0.78 -1.26 -2.77 0.212
H -0.06 0.25 -3.15 0.258
H -1.50 0.17 -2.00 0.209
H 1.30 1.59 2.59 0.298
H 1.74 0.17 1.49 0.265
H 1.48 -0.54 -1.47 0.194
H -0.97 2.77 -0.17 0.447
H 0.36 -1.67 0.58 0.420
H 0.00 -2.46 -0.83 0.418
H -1.24 -1.45 -0.13 0.448
H -0.66 0.37 3.60 0.170



#x
18
Properties=species:S:1:pos:R:3:nbo_charge:R:1 method="wB97M-V/def2-TZVPD" charge=+1 homo_ev=-12.916 spin_multiplicity=1 mol_weight_g_mol=119.21
C -0.57 -0.66 -0.45 0.747
C 1.22 0.66 -1.43 -0.598
C 1.19 0.01 1.18 -0.524
C 0.38 0.36 -0.20 -0.390
N -3.05 0.73 1.09 -1.004
N -1.24 -1.63 -0.66 -0.478
S -3.55 -0.63 0.07 0.198
H 1.21 -0.19 -2.02 0.228
H 0.66 1.40 -1.98 0.239
H 2.23 1.10 -1.26 0.262
H 2.13 -0.45 0.83 0.248
H 0.45 -0.48 1.81 0.233
H 1.26 0.96 1.58 0.233
H -0.31 1.14 0.14 0.294
H -3.63 0.87 1.88 0.390
H -2.08 -1.81 -1.06 0.454
H -2.85 1.65 0.83 0.392
H -3.01 -1.49 0.78 0.077



#y
18
Properties=species:S:1:pos:R:3:nbo_charge:R:1 method="wB97M-V/def2-TZVPD" charge=+1 homo_ev=-12.979 spin_multiplicity=1 mol_weight_g_mol=119.21
C 0.42 1.13 -0.74 0.115
C -2.12 -0.84 -1.05 -0.426
C 2.24 -0.14 1.60 -0.730
C -0.11 -0.12 0.18 -0.255
N 1.51 0.99 -1.30 -0.582
N -1.58 -0.25 0.19 -0.505
S 0.50 0.21 1.88 0.224
H -0.25 2.00 -0.68 0.167
H -1.85 -0.22 -1.90 0.242
H -1.71 -1.83 -1.20 0.243
H -3.21 -0.91 -1.00 0.247
H 2.75 0.05 2.54 0.260
H 2.63 0.52 0.83 0.246
H 2.36 -1.18 1.31 0.232
H 0.36 -1.03 -0.19 0.248
H 1.88 1.79 -1.81 0.383
H -1.83 -0.84 1.00 0.451
H -2.00 0.67 0.37 0.440



The most stable arrangement is #y, and the next structure is 2.947 eV less stable.